{
  "formula": "C5H11NO",
  "method": "wB97M-V/def2-TZVPD",
  "smiles": "C=CC(=C)NC.O",
  "e_above_lowest_kj_mol": 389.61,
  "homo_energy_ev": -8.07,
  "homo_lumo_gap_ev": 8.77,
  "molar_mass_g_mol": 101.15,
  "max_force_ha_per_bohr": 0.1036,
  "symbols": ["C", "C", "C", "C", "N", "C", "H", "H", "H", "H", "H", "H", "H", "H", "H", "O", "H", "H"],
  "xyz": [[-0.472, -1.136, 1.201], [-0.360, 0.218, 0.965], [-0.708, 0.919, -0.281], [-1.975, 1.375, -0.357], [0.110, 0.804, -1.456], [-0.387, 0.780, -2.777], [-1.171, -1.587, 0.460], [0.207, -1.683, 1.762], [0.029, 0.814, 1.712], [-2.515, 1.742, -1.252], [-2.693, 0.968, 0.338], [0.938, 0.350, -1.343], [-0.965, 1.745, -2.941], [-1.053, -0.059, -3.037], [0.677, 0.737, -3.257], [3.780, -1.981, 3.212], [3.307, -1.292, 3.681], [3.253, -2.714, 3.372]],
  "forces_ev_per_angstrom": [[-1.65, 3.42, -3.74], [0.59, -3.19, -0.12], [-2.00, -0.83, -2.37], [-0.81, -0.41, -1.04], [-2.64, 1.37, 3.54], [1.23, 1.47, -0.88], [1.06, -0.47, 0.53], [0.38, -0.88, 1.84], [1.55, 1.20, 1.44], [0.95, -0.07, 0.32], [0.16, 0.62, 0.79], [2.48, -1.36, 0.73], [0.98, -1.09, -0.48], [0.30, 0.01, 0.10], [-2.57, 0.21, -0.66], [1.25, 2.03, -0.35], [0.11, 0.41, 0.04], [-1.37, -2.43, 0.32]]
}